20
Properties=species:S:1:pos:R:3:forces:R:3:lowdin_charge:R:1 method="wB97M-V/def2-TZVPD" relative_energy_kj_mol=100.7 e_lumo_ev=3.932 orbital_gap_ev=6.88 total_charge=-1
C -0.292457 -1.770847 -0.948853 -1.09 0.56 0.19 -0.544
O 0.735366 -1.389491 -1.697618 0.67 0.20 -0.12 -0.328
C -1.194289 -0.523054 -0.426305 0.44 -1.48 0.11 -0.187
C -0.392858 0.412989 0.499845 1.11 0.18 -0.83 -0.441
C 0.028711 1.719617 -0.249677 -2.61 -0.99 1.10 -0.079
C -0.864232 0.756880 1.933811 -0.82 -1.40 -0.99 -0.099
H -0.000190 -2.435211 -0.085267 -0.10 0.47 0.34 0.078
H -1.100073 -2.419988 -1.429839 0.44 0.24 -0.31 0.069
H -1.548995 -0.067064 -1.364283 -0.08 0.14 0.47 0.093
H -1.991997 -1.056606 0.090715 -0.60 0.36 0.19 0.076
H 0.494031 -0.239761 0.558883 0.29 0.73 0.71 0.105
H 0.260375 2.437883 0.544671 1.18 0.13 -0.71 0.055
H -0.944986 2.098126 -0.624762 0.46 0.06 -0.30 0.066
H 0.649614 1.426700 -1.083069 0.64 0.63 0.03 0.066
H -1.848139 1.244643 1.976170 0.24 0.27 -0.21 0.064
H -1.039139 -0.219240 2.402340 0.23 0.24 0.48 0.064
H -0.117895 1.346188 2.463463 0.00 -0.10 0.09 0.059
H 3.608279 -0.804510 -1.151720 0.71 0.35 0.22 0.020
H 2.325373 -0.419734 -0.806307 -0.85 0.43 0.24 -0.013
O 3.233503 -0.097511 -0.602207 -0.25 -1.01 -0.68 -0.125

---

20
Properties=species:S:1:pos:R:3:forces:R:3:lowdin_charge:R:1 method="wB97M-V/def2-TZVPD" relative_energy_kj_mol=178.0 e_lumo_ev=3.688 orbital_gap_ev=6.13 total_charge=-1
C -0.258208 0.608538 2.253028 0.51 -2.42 -0.33 -0.533
O 0.483736 0.272532 3.324048 -0.36 0.99 -0.71 -0.388
C -0.287316 -0.700265 1.194010 1.36 1.39 0.11 -0.203
C -1.020063 -0.344688 -0.127842 -0.45 -1.92 -1.07 -0.261
C -0.156992 0.181704 -1.325437 0.64 0.09 1.91 -0.283
C -0.911386 1.119943 -2.240918 -1.65 -2.80 -3.00 -0.150
H -1.357437 0.716891 2.456196 -0.01 0.24 -0.01 0.063
H 0.016272 1.539392 1.625927 0.06 -0.69 0.42 0.077
H -0.779427 -1.526374 1.681950 -0.50 -0.06 0.43 0.064
H 0.812195 -1.117950 1.176269 -1.71 1.09 -0.56 0.087
H -1.771326 0.431858 0.059548 0.18 0.08 0.34 0.083
H -1.681196 -1.247341 -0.471458 1.13 1.35 0.31 0.113
H 0.449373 -0.603621 -1.837066 -0.89 0.36 0.15 0.105
H 0.615479 0.769044 -0.794934 -0.08 -0.01 -0.35 0.099
H -0.509574 1.056326 -3.281567 0.03 0.28 0.65 0.065
H -0.995167 2.120707 -2.005889 0.37 2.14 1.06 0.027
H -2.012539 0.840081 -2.443490 1.41 -0.12 0.64 0.090
H 2.355031 -1.492397 0.212934 1.22 -0.47 -0.77 0.016
H 3.700252 -1.005646 0.621027 -0.33 -1.18 -1.38 0.065
O 3.308298 -1.618725 -0.076330 -0.93 1.68 2.16 -0.134

---

22
Properties=species:S:1:pos:R:3:forces:R:3:lowdin_spin:R:1 method="wB97M-V/def2-TZVPD" e_lumo_ev="0.608 / 0.500" spin_multiplicity=5 orbital_gap_ev="6.24 / 10.47"
C -0.596917 1.929991 -1.854004 -0.57 -1.10 -1.19 0.033
C 0.465718 1.719012 -0.804727 0.13 0.53 0.04 0.015
O 0.044003 0.744704 0.159631 0.25 -0.03 0.10 0.086
C 1.075680 0.415576 1.088846 0.38 0.14 0.16 0.014
C 0.694745 -0.739635 1.992821 -0.12 0.07 0.34 0.040
O 0.992357 -2.012793 1.484188 0.27 -0.05 0.15 0.009
C 0.144619 -2.473124 0.459503 -0.29 -0.15 -0.26 0.023
H -0.248027 2.659967 -2.601256 0.11 -0.39 0.15 0.003
H -1.551287 2.341026 -1.498240 0.30 -0.11 0.38 0.027
H 0.674523 2.655449 -0.264813 0.06 -0.16 -0.07 0.002
H 1.406653 1.364656 -1.254159 -0.27 0.06 0.05 0.001
H 1.290161 1.308426 1.697313 -0.02 -0.16 -0.10 0.001
H 1.986127 0.145370 0.531451 -0.18 0.09 0.10 0.000
H -0.374596 -0.672525 2.274922 0.19 0.03 -0.13 0.049
H 1.277471 -0.633134 2.917599 -0.07 -0.09 -0.22 0.002
H 0.331377 -3.546699 0.336907 0.00 0.28 0.04 0.001
H -0.917223 -2.328483 0.727645 0.22 -0.02 -0.07 0.024
H 0.339277 -1.965125 -0.498202 -0.06 -0.07 0.19 0.001
V -1.971094 0.267222 0.263830 -0.34 0.26 0.53 3.582
O -2.258316 -0.612720 -1.324771 -0.36 -0.47 -0.64 0.073
H -1.933852 -1.499173 -1.490508 -0.12 -0.15 -0.08 0.012
H -0.871397 0.932014 -2.343976 0.49 1.48 0.52 0.002

---

Result set for DFT total energy: -348.7615 -348.7321 -1367.9027 Ha, one per record in the order listed.